This record from the Open Molecules 2025 dataset describes C34H24AsAuF6N3O3 as an isolated structure. The level of theory is the ωB97M-V functional and the def2-TZVPD basis.

Last column: Mulliken charge in e.
Atoms and positions in Å:
Au 0.70695 1.33053 0.37583  1.4372
O 2.38951 5.04135 0.21091  -0.5964
C 2.01543 3.90957 0.08740  -0.0433
N 1.10581 3.22521 0.86967  -0.0825
C 0.35644 3.78281 1.89628  0.1944
O 0.40956 4.90681 2.30476  -0.5857
C -0.57935 2.76072 2.48709  0.3204
C -1.54525 3.15380 3.38466  -0.5762
C -2.42191 2.20523 3.87882  -0.5208
C -2.28708 0.88882 3.47212  -1.1282
C -1.29619 0.55753 2.57289  -0.3213
N -0.44524 1.47605 2.09491  0.2710
C 2.52309 3.02481 -1.02237  0.5372
C 3.37419 3.53074 -1.97700  -0.5862
C 3.76321 2.71888 -3.02854  -0.4341
C 3.27312 1.42610 -3.09307  -1.1603
C 2.42486 0.97256 -2.10324  0.1221
N 2.07975 1.75122 -1.07037  0.0128
H -1.58623 4.19805 3.66114  0.5384
H -3.20232 2.48868 4.57208  0.4656
H -2.94607 0.11436 3.83730  0.4885
H -1.16527 -0.45928 2.25512  0.7442
H 3.69076 4.55945 -1.87280  0.5724
H 4.42216 3.09664 -3.79856  0.4588
H 3.52656 0.76404 -3.90847  0.5237
H 2.00543 -0.01510 -2.13824  0.4427
C -3.66407 1.68395 -1.48724  -1.9289
C -2.13202 1.74362 -1.49207  1.0002
O -1.59300 1.00961 -0.47934  -0.3791
C -1.61386 1.22856 -2.86095  0.4712
F -1.80311 2.07989 -3.87357  -0.3077
F -0.28985 0.94678 -2.82933  -0.0226
F -2.21987 0.07197 -3.19949  -0.2895
C -1.72185 3.23422 -1.35823  0.3589
F -1.87665 3.63907 -0.08450  -0.2475
F -2.41608 4.07344 -2.12411  -0.3046
F -0.40846 3.42470 -1.65962  -0.2457
H -3.97799 0.64342 -1.50125  0.3368
H -4.11762 2.20238 -2.33242  0.4147
H -4.01616 2.13857 -0.56230  0.4486
C 2.35825 -3.47990 -3.32596  -0.5567
C 1.01187 -3.15238 -3.39825  -0.9340
C 0.41685 -2.41974 -2.38005  0.0380
C 1.18498 -2.01063 -1.29710  -0.0662
C 2.53419 -2.34539 -1.21497  0.1483
C 3.12010 -3.07933 -2.23476  -0.8978
As 0.35039 -1.06293 0.15380  2.1426
C 1.10084 -1.87908 1.72250  0.7534
C 2.34247 -1.66205 2.29647  -0.7654
C 2.71092 -2.42127 3.39878  -0.8670
C 1.83732 -3.37770 3.90499  -0.7685
C 0.58775 -3.57715 3.33525  -0.7821
C 0.20619 -2.81853 2.23553  -0.0328
C -1.10470 -2.88700 1.54036  1.0153
C -2.15888 -3.71821 1.89949  -0.8489
C -3.35126 -3.66495 1.19250  -0.9360
C -3.50991 -2.78436 0.12862  -0.8950
C -2.47316 -1.93672 -0.23741  0.0577
C -1.28716 -2.00228 0.47035  -0.3870
H 2.81478 -4.05969 -4.11695  0.4269
H 0.41947 -3.46956 -4.24575  0.4488
H -0.63303 -2.16387 -2.44261  0.3265
H 3.13002 -2.04936 -0.35922  0.3826
H 4.16637 -3.34722 -2.17265  0.4536
H 3.01441 -0.90351 1.91135  0.4812
H 3.67453 -2.26702 3.86464  0.4478
H 2.13192 -3.97029 4.76059  0.4224
H -0.07995 -4.31834 3.75448  0.4315
H -2.05558 -4.40695 2.72769  0.4305
H -4.16722 -4.31587 1.47700  0.4255
H -4.44639 -2.74965 -0.41148  0.4787
H -2.58769 -1.22882 -1.04114  0.0268

Atomic forces in eV per Å
-0.03 -0.03 0.76
-0.02 0.00 0.02
0.01 -0.03 0.05
-0.04 0.35 0.05
0.13 -0.10 -0.05
-0.02 0.03 -0.03
0.06 -0.13 -0.01
0.08 0.03 0.02
-0.08 -0.03 0.07
-0.02 0.00 0.05
0.27 0.22 0.06
-0.53 0.09 -0.16
0.02 -0.07 0.00
0.00 0.06 0.06
0.02 -0.02 -0.07
0.03 -0.01 -0.03
0.07 0.18 0.11
-0.03 -0.06 -0.55
0.00 0.01 -0.02
0.00 0.00 0.00
0.01 -0.01 -0.01
-0.05 -0.07 -0.07
0.00 0.00 0.00
0.01 0.00 0.01
0.00 0.00 0.01
-0.03 -0.10 -0.01
-0.06 0.09 -0.06
-0.04 -0.13 0.19
0.11 0.08 -0.31
-0.09 -0.06 0.00
-0.04 0.04 -0.04
0.07 0.01 0.01
0.00 -0.06 0.09
0.08 -0.04 0.01
-0.02 0.02 0.05
-0.05 0.04 -0.06
0.00 0.00 -0.02
0.03 -0.02 0.02
0.02 0.00 0.00
-0.01 -0.01 0.00
0.00 -0.01 0.01
0.00 0.02 0.00
0.03 0.12 -0.10
-0.05 -0.15 0.04
0.04 0.00 0.00
-0.04 0.02 -0.01
0.27 -0.17 -0.03
0.03 -0.02 -0.14
-0.02 0.02 0.07
-0.03 -0.02 0.00
0.01 0.02 -0.01
-0.01 0.02 0.03
-0.12 -0.07 -0.04
0.03 -0.04 0.11
0.01 -0.02 0.00
0.00 0.02 -0.02
0.01 -0.01 0.02
-0.01 -0.09 0.02
0.01 0.03 -0.01
0.00 0.01 -0.01
0.00 -0.01 0.00
-0.02 0.00 0.01
-0.03 0.00 0.00
0.00 0.00 0.00
0.00 -0.01 -0.03
0.00 0.00 0.00
0.00 0.00 0.01
0.01 0.00 0.00
0.00 0.00 -0.01
0.00 0.00 -0.01
0.00 0.00 0.00
0.00 0.11 -0.05

Output
Total energy ... -127091.147 eV
Largest force on an atom ... 0.764 eV/A
Orbital gap ... 6.75 eV
Net charge ... +1
ΔE to the lowest compared entry with this formula, charge and spin ... 0.0 kcal/mol
Spin multiplicity ... 1

This record from the Open Molecules 2025 dataset describes C48H54BrN3O2P2S3SiTi as an isolated structure at a distorted geometry. The level of theory is the ωB97M-V functional and the def2-TZVPD basis.

Last column: Mulliken charge in e.
Atoms and positions in Å:
Ti 1.54812 0.69656 -0.01067  -1.1266
C -4.86002 0.71985 -3.21974  -0.8572
C -3.97250 -0.50920 -3.00171  -1.1557
S -2.30301 -0.17078 -2.36185  0.5382
C -1.47921 0.64118 -3.76415  -1.0849
C -1.77339 2.13411 -3.91779  -1.0366
S -1.67619 3.01887 -2.32650  0.2287
C -3.10653 4.13625 -2.45156  -1.0049
C -4.48613 3.50243 -2.67938  -0.9282
S -4.80234 1.91607 -1.83331  0.0797
H -5.89749 0.40381 -3.32582  0.5791
H -4.57426 1.24259 -4.12975  0.3572
H -3.87637 -1.06609 -3.93579  0.4888
H -4.40422 -1.16516 -2.24428  0.4079
H -1.75251 0.10887 -4.67719  0.8374
H -0.41711 0.48354 -3.56302  -0.1763
H -2.77233 2.29369 -4.31517  0.5597
H -1.05315 2.58173 -4.60396  0.5343
H -2.90989 4.85217 -3.25032  0.4451
H -3.07971 4.67121 -1.50134  0.4571
H -4.67789 3.34030 -3.73814  0.4338
H -5.24608 4.19067 -2.31159  0.4828
C 1.76806 -2.54689 2.84002  -2.0630
N 1.27409 -1.60354 1.82735  1.5926
P 1.53245 -2.05693 -0.03890  0.2073
C 2.38714 -3.64071 0.24035  0.8115
C 1.68138 -4.76939 0.66044  -0.3278
C 2.34422 -5.97106 0.82592  -0.9359
C 3.70752 -6.06103 0.56567  -0.7156
C 4.40914 -4.94418 0.14203  -0.8265
C 3.75489 -3.73107 -0.01577  0.0337
C 0.08503 -2.64448 -0.95926  1.3316
C 0.35249 -2.49303 -2.32379  -1.0163
C -0.45877 -3.10612 -3.26303  -0.6179
C -1.57062 -3.82413 -2.85340  -0.8217
C -1.86417 -3.93313 -1.50069  -1.2312
C -1.02457 -3.37158 -0.55237  -0.4871
P -0.48641 -0.91784 2.06970  1.2175
C -1.33213 -2.24305 3.00569  0.5975
C -0.96465 -2.68959 4.27716  -0.2902
C -1.72415 -3.65013 4.92127  -0.9297
C -2.87411 -4.15471 4.32483  -0.7082
C -3.29201 -3.65769 3.10032  -0.6941
C -2.52608 -2.70449 2.44516  -0.4069
C -0.35293 0.25534 3.49197  0.8215
C 0.72332 1.07123 3.83843  -0.3867
C 0.59368 2.02066 4.84275  -0.8614
C -0.61328 2.19452 5.49811  -0.7944
C -1.69780 1.40258 5.14969  -0.8134
C -1.56911 0.44053 4.16366  -0.8972
H 1.09520 -3.39146 2.93834  0.3991
H 1.83813 -2.03102 3.79838  0.3995
H 2.75280 -2.92810 2.57322  0.7266
H 0.62108 -4.71724 0.86223  0.4130
H 1.79381 -6.84273 1.15333  0.4769
H 4.21705 -7.00762 0.68430  0.4311
H 5.46830 -5.01016 -0.06693  0.4742
H 4.30368 -2.85331 -0.33438  0.4158
H 1.21020 -1.90591 -2.64314  0.3349
H -0.22163 -3.02271 -4.31547  0.4851
H -2.20977 -4.29697 -3.58696  0.4772
H -2.73584 -4.48864 -1.17860  0.4985
H -1.24297 -3.50460 0.49479  0.6102
H -0.10997 -2.26823 4.78829  0.4622
H -1.42790 -3.99939 5.90147  0.4719
H -3.45500 -4.91555 4.82844  0.4457
H -4.21274 -4.00881 2.65347  0.4692
H -2.86823 -2.28442 1.50599  0.5278
H 1.67445 0.98887 3.33986  0.3878
H 1.45232 2.62046 5.11515  0.5181
H -0.71008 2.94481 6.27085  0.4556
H -2.64606 1.52637 5.65634  0.4747
H -2.43010 -0.16687 3.91621  0.3862
N 3.38088 -0.38171 2.10678  -0.4470
C 2.25362 -0.40836 1.59046  -0.4457
H 3.70065 -1.07696 2.77713  0.2878
Br -2.62517 5.29735 3.63229  -0.1084
C -2.69119 3.79799 2.48276  -0.6601
C -3.87948 3.08868 2.33351  -0.5356
C -3.92141 1.97815 1.50375  -1.1055
C -2.78608 1.55942 0.83231  -0.1771
C -1.59986 2.26783 1.00871  1.4351
C -1.54662 3.40002 1.82604  -0.5281
C -0.35800 1.75003 0.46823  0.0612
O 0.77655 2.12891 0.94479  -0.6631
O -0.30045 0.79619 -0.38776  1.4933
H -4.76069 3.41182 2.87144  0.5198
H -4.85299 1.44457 1.37170  0.5027
H -2.80017 0.70280 0.17175  0.3106
H -0.61633 3.93765 1.94677  0.6678
C 5.10118 2.25046 -2.84206  -1.1808
Si 4.38122 1.08138 -1.57016  0.1934
C 5.15200 1.33518 0.13789  -1.0735
C 4.43054 -0.69679 -2.21678  -0.4981
N 2.61382 1.32612 -1.31903  0.7724
C 2.11676 2.53338 -1.90769  0.0453
C 2.12796 3.71930 -1.16553  0.0471
C 1.76198 4.91720 -1.75517  -1.0879
C 1.41066 4.95607 -3.09654  -0.6531
C 1.43272 3.79027 -3.84650  -1.1229
C 1.77095 2.58376 -3.25836  -0.0853
H 6.17228 2.06110 -2.93801  0.4525
H 4.97059 3.29676 -2.56079  0.3407
H 4.64878 2.11040 -3.82451  0.3509
H 6.01350 2.00260 0.08173  0.4808
H 5.50143 0.39511 0.56143  0.3223
H 4.44040 1.77089 0.83896  0.2246
H 5.39347 -1.17378 -2.02442  0.3514
H 4.27156 -0.69927 -3.29720  0.4090
H 3.64256 -1.30186 -1.76983  -0.0485
H 2.46830 3.68900 -0.13790  0.3986
H 1.78746 5.83076 -1.17590  0.5104
H 1.14487 5.89741 -3.55745  0.4707
H 1.21493 3.82761 -4.90619  0.5347
H 1.80960 1.67308 -3.84612  0.6494

Atomic forces in eV per Å
1.64 -0.32 -1.53
0.04 0.13 0.29
0.38 0.35 0.03
-0.32 -0.40 -0.32
-0.32 0.03 0.39
0.10 0.15 0.33
-0.20 0.19 -0.27
0.26 -0.26 0.00
0.06 -0.30 0.21
-0.20 0.04 -0.24
0.03 -0.05 -0.12
-0.03 -0.01 -0.02
-0.15 -0.10 0.04
-0.04 -0.04 -0.07
0.17 -0.02 -0.04
0.02 0.01 -0.12
0.03 -0.02 -0.06
-0.07 -0.05 -0.10
-0.07 0.13 0.08
-0.04 0.05 -0.02
-0.03 0.07 -0.02
0.00 0.08 -0.13
0.19 -0.19 0.30
-0.25 0.17 -0.37
-0.88 -1.14 0.56
0.55 0.41 -0.39
-0.04 0.02 -0.05
-0.02 0.02 0.05
0.00 0.02 -0.05
0.13 0.00 0.02
-0.10 0.15 0.08
0.13 0.20 0.00
0.06 0.14 0.19
0.00 -0.08 -0.13
0.05 0.06 0.00
0.01 -0.05 0.07
-0.09 0.04 0.03
0.00 -0.23 1.08
-0.09 -0.06 -0.46
-0.05 -0.05 0.07
0.07 -0.01 0.04
-0.04 0.05 -0.07
-0.08 -0.06 0.00
0.13 0.06 -0.01
0.15 0.05 -0.07
-0.07 -0.08 -0.05
0.08 0.01 0.04
-0.01 0.03 -0.03
-0.01 0.06 0.02
-0.02 0.01 -0.07
-0.03 0.03 -0.05
-0.06 0.07 -0.04
-0.04 0.05 -0.05
-0.05 -0.03 -0.05
0.01 0.00 0.00
0.01 0.00 0.01
0.00 -0.02 0.00
0.03 -0.06 -0.02
-0.01 -0.04 -0.09
-0.02 0.05 0.01
-0.01 0.01 0.01
0.01 0.00 0.00
-0.01 -0.03 0.08
0.00 0.00 -0.02
0.01 0.00 0.00
-0.02 0.02 0.02
0.00 0.01 0.02
0.02 -0.09 -0.06
0.03 0.02 0.04
-0.02 0.03 -0.02
0.00 -0.01 0.02
-0.01 0.00 -0.02
-0.02 0.00 0.02
0.43 0.54 -0.06
-0.06 -1.11 0.95
-0.24 -0.12 0.03
-0.03 -0.11 -0.09
0.08 0.12 0.09
0.07 0.02 0.02
-0.09 -0.04 0.02
0.09 -0.08 -0.10
0.07 0.04 0.05
0.10 -0.04 0.07
-1.45 0.58 0.46
0.04 0.71 0.46
-0.49 0.04 -0.50
-0.02 -0.01 -0.03
0.01 0.01 0.00
-0.01 0.04 -0.03
-0.01 0.01 0.06
-0.42 -0.06 0.19
0.78 -0.55 0.03
0.08 -0.08 -0.48
0.27 0.40 0.14
0.08 0.13 0.08
-0.22 0.88 -0.38
0.10 -0.25 -0.08
0.00 0.06 -0.04
0.04 0.01 0.06
0.03 0.02 -0.08
-0.01 -0.26 0.12
0.01 -0.07 0.08
0.01 0.00 0.03
0.00 -0.02 0.00
-0.02 0.03 -0.08
-0.03 -0.02 0.07
0.05 0.01 0.05
0.00 -0.03 -0.03
-0.01 0.01 -0.01
0.03 -0.02 0.04
-0.04 0.09 0.02
-0.03 -0.02 0.02
0.00 -0.01 -0.02
-0.06 -0.03 0.01
0.00 0.01 -0.02

Output
Total energy ... -211324.887 eV
Largest force on an atom ... 2.261 eV/A
Orbital gap ... 5.89 eV
Net charge ... +2
ΔE to the lowest compared entry with this formula, charge and spin ... 88.5 kcal/mol
Spin multiplicity ... 1

Number 1 is which compound?
C34H24AsAuF6N3O3